Record 1
ORCA calculation (the ωB97M-V functional and the def2-TZVPD basis) on a cluster of 2 separate species, C3H10N3O in total at a distorted geometry.

```
17
Properties=species:S:1:pos:R:3:forces:R:3:mulliken_charge:R:1
C 1.7895 -1.4469 -0.2106 -1.74 0.44 2.19 0.0448
C -1.7779 -0.0814 0.4453 -1.78 -2.39 3.61 0.1405
C -1.1739 0.7085 -0.4679 3.13 0.67 -1.20 -0.7300
N 1.7500 0.8452 0.2992 -1.02 3.42 0.19 -0.5575
N 2.4467 -0.2931 0.2124 0.23 -2.89 -0.65 -0.0028
N -2.4960 -1.2041 0.2614 1.88 3.28 -0.53 -0.2450
O 0.5335 -1.4930 -0.3853 3.59 0.29 -0.40 -0.5913
H 2.4011 -2.3799 -0.0704 -0.38 0.82 -0.73 0.3446
H -0.7854 1.6132 0.0135 -0.49 0.02 -0.86 0.3072
H -1.3762 0.6641 -1.5160 -0.53 0.30 -0.55 0.3867
H -0.0657 0.0257 -0.5045 -1.75 0.48 0.61 0.4713
H -1.5483 0.2791 1.5038 -0.74 -1.22 -1.19 0.2740
H 1.5284 1.2298 1.2575 0.75 -0.91 -1.39 0.2512
H 3.4085 -0.3487 0.5457 -0.28 -0.12 -0.31 0.2153
H -2.6848 -1.4248 -0.6769 -0.33 -0.52 -1.31 0.2326
H -2.8733 -1.8163 0.9228 -0.29 -0.57 1.50 0.2127
H 2.0705 1.6058 -0.3480 -0.25 -1.10 1.01 0.2457
```
Forces are in eV/Å.

Output
* HOMO level: -13.73 eV
* LUMO level: -3.47 eV
* energy: -359.49339 Ha
* Kohn-Sham gap: 10.3 eV
* total charge: +1

Record 2
ORCA calculation (the ωB97M-V functional and the def2-TZVPD basis) on a structure of composition C45H60CsI2N5O5S2.

```
120
Properties=species:S:1:pos:R:3:forces:R:3:mulliken_charge:R:1
Cs 0.5980 0.0575 -0.1652 -0.20 -0.51 0.52 1.4137
C -0.1997 -2.4956 4.5523 0.01 0.00 0.00 -0.9551
N -0.9226 -1.2346 4.5241 -0.05 0.06 0.02 0.1267
C -0.5778 -0.3160 5.5952 -0.02 -0.03 0.01 -0.8256
C -1.3375 -0.7968 3.3043 0.13 0.03 0.01 0.6087
O -1.4527 -1.5362 2.3432 -0.05 -0.02 -0.03 -0.5339
C -1.6700 0.6889 3.1787 -0.01 -0.04 0.02 -0.9053
O -2.0118 0.9305 1.8375 -0.13 0.02 -0.07 0.0283
C -1.6680 2.2096 1.3901 0.08 0.08 0.03 -0.2260
C -1.9286 2.2632 -0.1139 -0.12 0.24 -0.01 -0.0122
O -2.5520 1.3786 -0.6753 0.07 -0.10 0.03 -0.4251
N -1.4613 3.3582 -0.7635 0.10 -0.01 -0.07 0.5232
C -0.7927 4.4742 -0.1250 -0.02 -0.02 -0.02 -1.1410
C -1.6045 3.4374 -2.2052 -0.08 0.03 0.04 -0.7649
H -0.3588 -2.9797 5.5184 0.02 0.00 0.00 0.3429
H 0.8676 -2.3120 4.3898 0.00 -0.02 0.00 0.2144
H -0.5630 -3.1331 3.7527 0.00 -0.01 0.01 0.2937
H -0.6742 -0.8389 6.5491 -0.01 -0.04 -0.01 0.2953
H -1.2596 0.5311 5.6191 -0.03 0.02 -0.01 0.2766
H 0.4440 0.0560 5.4775 0.00 0.00 -0.01 0.2216
H -0.7870 1.2647 3.4731 -0.02 0.01 0.02 0.6139
H -2.5011 0.9598 3.8458 -0.01 -0.02 -0.03 0.2298
H -0.6149 2.4228 1.6257 -0.03 -0.04 -0.07 0.1339
H -2.2762 2.9979 1.8628 0.01 -0.04 0.07 0.2061
H -0.2517 4.1728 0.7658 -0.03 -0.02 0.03 0.3235
H -1.4995 5.2752 0.1229 -0.01 0.00 0.00 0.2656
H -0.0417 4.8670 -0.8084 0.00 -0.01 -0.02 0.4339
H -2.0808 2.5296 -2.5647 0.02 -0.01 0.00 -0.0614
H -0.6204 3.5304 -2.6664 0.03 -0.01 0.01 0.2496
H -2.2156 4.3028 -2.4828 -0.01 0.00 0.00 0.4218
C 1.2505 1.2908 -8.6121 -0.01 -0.03 -0.04 -1.6744
C 0.9496 2.3427 -7.5357 0.04 0.01 0.05 2.0598
C 2.1975 3.2091 -7.3611 0.01 0.01 0.01 -1.9562
C -0.1928 3.2452 -8.0223 -0.02 0.02 -0.04 -1.7128
C 0.5535 1.6499 -6.2358 -0.10 -0.08 -0.04 -0.6256
C 1.2007 1.8416 -5.0501 0.12 -0.06 0.09 0.2057
C 0.7601 1.2266 -3.8494 -0.08 0.10 -0.15 -2.2656
N 1.2291 1.5781 -2.6296 -0.02 0.22 0.01 0.9163
C 2.4526 1.9541 -2.3535 -0.02 -0.12 -0.30 -0.9971
C 3.5867 1.5986 -3.1695 0.06 0.01 0.01 -0.2271
C 4.8413 1.8590 -2.7578 0.04 0.01 -0.04 -0.0696
C 5.0126 2.5843 -1.5205 0.12 0.03 0.07 -0.3920
C 4.0343 2.9554 -0.6639 -0.08 0.00 0.01 -0.4613
C 2.6443 2.6334 -1.0400 0.23 -0.08 -0.16 0.1401
O 1.6670 2.9234 -0.3583 -0.15 0.22 0.14 -0.1917
C 4.4100 3.7252 0.6128 0.03 0.01 -0.03 2.6572
C 5.6742 3.1078 1.2296 0.06 0.04 0.06 -2.0576
C 3.3384 3.7454 1.7116 -0.03 -0.06 0.02 -1.5796
C 4.7061 5.1804 0.2126 0.01 0.02 -0.01 -1.8829
C 6.0908 1.3601 -3.4732 -0.07 -0.04 -0.04 2.0287
C 6.8841 0.4456 -2.5288 0.02 -0.02 0.03 -1.7083
C 6.9635 2.5523 -3.8859 0.01 0.04 0.03 -1.7366
C 5.7395 0.5654 -4.7316 0.00 -0.01 0.00 -2.0636
C -0.3867 0.3343 -3.8519 -0.01 0.00 -0.13 0.7715
O -0.7214 -0.2884 -2.8245 -0.06 -0.02 0.17 -0.6395
C -1.0937 0.1792 -5.1222 0.08 0.03 0.10 -0.2953
C -0.5963 0.8016 -6.2294 0.03 0.05 -0.05 -0.1417
C -2.3795 -0.6435 -5.1326 0.01 0.01 -0.08 2.6947
C -3.3963 -0.0126 -4.1671 -0.03 0.01 0.05 -1.3095
C -2.0978 -2.0973 -4.7213 -0.04 -0.03 0.01 -1.6006
C -3.0234 -0.6771 -6.5212 -0.01 -0.01 -0.02 -2.3821
H 1.5196 1.7754 -9.5561 0.00 -0.01 0.00 0.4759
H 0.3875 0.6485 -8.7976 0.01 0.01 0.01 0.2786
H 2.0802 0.6521 -8.3020 -0.01 0.01 0.01 0.3367
H 2.4664 3.6676 -8.3163 -0.01 0.00 -0.01 0.4568
H 3.0496 2.6179 -7.0179 -0.01 0.00 0.00 0.2303
H 2.0308 4.0109 -6.6388 0.00 -0.01 -0.01 0.3645
H 0.0832 3.7406 -8.9590 -0.01 0.00 0.01 0.4639
H -0.4172 4.0124 -7.2782 0.01 -0.01 0.00 0.3375
H -1.1072 2.6759 -8.1988 0.02 0.00 0.01 0.3098
H 2.0227 2.5415 -4.9666 -0.02 0.00 -0.05 0.7472
H 3.3898 0.9998 -4.0473 -0.01 0.01 0.00 0.7451
H 6.0333 2.8127 -1.2354 -0.04 -0.01 -0.05 0.2390
H 5.5198 2.0500 1.4446 -0.01 -0.02 -0.01 0.2748
H 5.9063 3.6086 2.1723 -0.01 -0.01 0.00 0.6340
H 6.5547 3.2072 0.5906 -0.03 0.01 0.03 0.3972
H 2.9703 2.7534 1.9774 0.03 0.03 -0.06 0.1523
H 2.4777 4.3475 1.4275 -0.01 0.01 -0.02 0.1654
H 3.7911 4.1834 2.6073 -0.03 0.01 -0.02 0.5455
H 5.5273 5.2343 -0.5075 -0.01 -0.01 0.01 0.3024
H 4.9839 5.7609 1.0972 0.00 -0.01 -0.01 0.4579
H 3.8259 5.6472 -0.2378 0.00 -0.02 0.00 0.3101
H 7.2030 0.9678 -1.6253 0.00 0.00 -0.02 0.3570
H 7.7796 0.0698 -3.0321 -0.01 0.00 0.01 0.4512
H 6.2781 -0.4066 -2.2158 0.00 0.01 -0.01 0.3717
H 7.2651 3.1490 -3.0228 0.00 -0.01 -0.02 0.2610
H 6.4222 3.2044 -4.5754 0.01 0.00 0.00 0.3372
H 7.8719 2.1997 -4.3818 0.00 0.01 0.00 0.4716
H 5.1478 -0.3201 -4.4926 0.01 0.01 0.01 0.3792
H 6.6567 0.2329 -5.2236 0.01 0.01 0.01 0.4583
H 5.1740 1.1706 -5.4446 0.01 0.01 0.01 0.2550
H -1.1239 0.6797 -7.1687 0.01 0.00 0.01 0.3841
H -2.9865 0.1091 -3.1651 0.00 -0.01 -0.04 0.0229
H -4.2886 -0.6422 -4.0988 0.00 0.01 0.00 0.4955
H -3.7043 0.9722 -4.5314 0.01 0.00 -0.01 0.2350
H -1.6707 -2.1527 -3.7237 0.01 0.02 0.00 0.2082
H -1.4017 -2.5664 -5.4224 0.00 0.02 -0.01 0.3088
H -3.0311 -2.6694 -4.7342 0.02 0.00 0.00 0.4858
H -3.2788 0.3248 -6.8766 0.01 0.00 0.01 0.3891
H -3.9476 -1.2580 -6.4720 0.00 0.00 0.01 0.4540
H -2.3708 -1.1501 -7.2605 0.00 0.00 0.01 0.3998
S 1.5858 0.6323 3.1142 0.10 0.08 0.04 -0.0733
C 3.2833 0.2476 3.0823 0.10 -0.01 -0.03 -0.3477
C 4.1564 1.0244 3.8517 0.11 -0.06 -0.02 -0.5923
C 5.5380 0.8269 3.8842 -0.19 -0.03 -0.06 0.2449
C 6.3543 1.6840 4.6816 0.09 -0.02 0.07 -0.0414
N 7.0019 2.3771 5.3382 -0.03 0.03 -0.03 -0.6929
C 6.0846 -0.1930 3.0883 -0.14 -0.06 -0.06 0.8990
C 5.2328 -0.9860 2.3240 0.05 0.03 0.07 -0.9778
C 3.8344 -0.8327 2.3015 -0.10 0.05 0.03 0.2695
S 2.8739 -1.9428 1.3810 0.24 0.03 0.05 -0.3933
C 7.4952 -0.4307 3.0447 0.07 0.00 0.01 -0.1623
N 8.6285 -0.6354 2.9958 -0.01 0.00 0.00 -0.6692
H 3.7309 1.8233 4.4453 0.00 0.00 0.00 0.3447
H 5.6575 -1.7794 1.7233 0.00 0.00 -0.01 0.4610
I -4.9094 -1.3088 -0.3077 0.03 0.02 -0.13 -0.0426
C -2.8120 -1.6266 -0.4757 -0.03 0.07 0.30 1.4993
I -2.2723 -3.6760 -0.4109 0.04 0.02 -0.09 -0.0178
H -2.3914 -1.1555 0.4106 0.04 -0.08 -0.13 -0.8917
H -2.4504 -1.1993 -1.4040 -0.07 0.03 -0.01 -0.6422
```
Forces are in eV/Å.

Output
* HOMO level (alpha / beta): -1.49 / -1.49 eV
* LUMO level (alpha / beta): 3.00 / 2.99 eV
* energy: -3812.76582 Ha
* Kohn-Sham gap (alpha / beta): 4.5 / 4.5 eV
* total charge: -2

Record 3
ORCA calculation (the ωB97M-V functional and the def2-TZVPD basis) on a structure of composition C3H4INO2 at a distorted geometry.

```
11
Properties=species:S:1:pos:R:3:forces:R:3:mulliken_charge:R:1
C -0.1373 1.7278 -0.4608 0.18 1.31 -1.34 0.2057
C -0.3814 -1.0938 0.4586 -2.27 2.86 -0.62 0.9007
C 0.9631 -1.2288 -0.0162 2.04 -3.31 -1.85 -1.0150
N -0.7873 0.7237 0.0975 -1.60 -3.69 2.17 -0.4910
O -0.4996 2.8875 -0.5224 0.00 0.17 0.31 -0.5315
O -1.2791 -1.6786 0.9116 1.21 0.33 -0.31 -0.3398
I -2.6366 1.1066 1.0406 1.13 0.17 -0.64 0.0948
H 0.7467 1.4545 -1.0665 0.22 -0.48 0.42 0.2370
H 1.0593 -0.9219 -1.1289 -0.37 -0.56 1.93 0.2824
H 1.6135 -0.6082 0.5569 0.41 0.58 0.40 0.3596
H 1.3388 -2.3687 0.1295 -0.95 2.63 -0.46 0.2970
```
Forces are in eV/Å.

Output
* HOMO level: -8.99 eV
* LUMO level: -0.15 eV
* energy: -619.56834 Ha
* Kohn-Sham gap: 8.8 eV
* total charge: 0

Record 4
ORCA calculation (the ωB97M-V functional and the def2-TZVPD basis) on a structure of composition BrClH2O2Si at a distorted geometry.

```
7
Properties=species:S:1:pos:R:3:forces:R:3:mulliken_charge:R:1
O -0.2078 -0.6983 1.3620 -0.75 -0.26 -0.10 -0.3503
O -0.5213 -0.7615 -1.3812 0.74 -0.24 0.56 -0.3454
Si 0.2199 -0.1773 -0.0817 0.29 2.72 -0.59 0.6336
Cl -0.3238 2.4722 -0.1735 0.56 -3.10 0.19 -0.4751
Br 2.3596 -0.4201 -0.2098 0.16 0.15 -0.30 -0.1295
H -0.1757 -0.0610 2.0675 -0.04 0.37 0.63 0.3337
H -1.3509 -0.3539 -1.5834 -0.95 0.37 -0.39 0.3331
```
Forces are in eV/Å.

Output
* HOMO level: -10.43 eV
* LUMO level: -0.47 eV
* energy: -3475.52869 Ha
* Kohn-Sham gap: 10.0 eV
* total charge: 0

Record 5
ORCA calculation (the ωB97M-V functional and the def2-TZVPD basis) on a cluster of 2 separate species, C5H14NO2 in total at a distorted geometry.

```
22
Properties=species:S:1:pos:R:3:forces:R:3:mulliken_charge:R:1
C 1.2279 2.4417 0.2405 -2.60 -2.13 -0.35 -0.5056
O -0.2511 2.3894 0.0547 0.60 0.57 0.17 -0.5517
C 1.5662 1.5806 1.4853 0.79 2.16 0.27 -0.5870
C 1.6536 0.0822 1.3065 0.70 -0.51 -1.23 -0.6212
C 0.3427 -0.4704 0.8601 -0.09 3.32 3.77 -0.4103
C 0.1252 -1.4730 0.0385 0.44 -3.29 -4.09 -0.6817
N -1.2436 -1.8998 -0.3025 -0.17 1.52 0.01 -0.3881
H 1.4700 1.9443 -0.7206 0.99 0.64 0.65 0.2052
H 1.4389 3.5016 0.3430 0.82 -0.11 -0.17 0.3474
H -0.5700 3.0932 0.6212 -0.44 0.06 0.11 0.3028
H 2.4748 2.0347 1.9114 0.40 -0.53 -0.22 0.4028
H 0.8636 1.9228 2.2623 -0.35 -0.60 -0.20 0.3090
H 2.4263 -0.1360 0.5323 -0.29 0.23 0.15 0.2664
H 2.0792 -0.4099 2.1868 -0.12 0.14 0.36 0.2699
H -0.4282 0.0606 1.4212 -0.55 -0.39 -0.49 0.2123
H 0.9121 -2.1091 -0.3926 -0.64 0.25 0.20 0.3611
H -1.3850 -2.2639 -1.2947 0.44 0.59 1.49 0.4567
H -1.8605 -0.9864 -0.1790 1.18 -2.42 -0.15 0.3370
H -1.5165 -2.6467 0.3882 -0.92 0.45 -0.15 0.3280
H -2.3986 -2.2886 -3.7959 0.11 -0.03 -0.11 0.3217
H -2.9661 -1.6159 -2.5375 0.25 -0.42 -0.35 0.3189
O -2.3860 -2.3403 -2.8372 -0.54 0.47 0.31 -0.6936
```
Forces are in eV/Å.

Output
* multiplicity: 2
* HOMO level (alpha / beta): -2.70 / -7.95 eV
* LUMO level (alpha / beta): 0.17 / 0.11 eV
* energy: -403.94596 Ha
* Kohn-Sham gap (alpha / beta): 2.9 / 8.1 eV
* total charge: 0

Record 6
ORCA calculation (the ωB97M-V functional and the def2-TZVPD basis) on a structure of composition C28H40BN8ORuS5.

```
84
Properties=species:S:1:pos:R:3:forces:R:3:mulliken_charge:R:1
Ru -0.8566 -1.1654 -0.7702 -0.59 -0.56 -0.30 1.1690
C 1.9440 -4.2228 4.0221 0.00 0.04 0.00 -2.3485
C 0.8423 -3.3394 3.4353 0.02 0.01 -0.06 1.4140
C -0.2085 -3.0970 4.5194 -0.06 0.04 0.01 -1.6764
C 0.2524 -4.0605 2.2237 0.02 -0.05 -0.02 -1.0336
N 1.4179 -2.0387 3.0079 0.07 -0.16 0.31 0.5985
C 2.7386 -1.6557 3.2182 -0.14 -0.10 -0.15 -0.2537
C 2.8521 -0.3940 2.7791 -0.08 0.07 -0.10 -1.3004
N 1.6227 0.0197 2.3144 0.03 0.25 0.01 -0.0208
B 1.5212 1.4476 1.7126 -0.05 0.00 -0.01 1.3481
N 2.1817 1.5761 0.3152 0.15 -0.02 0.25 -0.0577
C 2.5268 2.8412 -0.1072 -0.07 -0.06 0.04 -1.4375
C 2.9434 2.7599 -1.3796 -0.09 -0.14 -0.09 -0.0652
N 2.8544 1.4254 -1.7518 0.22 0.10 -0.24 0.4862
C 2.3841 0.7009 -0.6940 -0.16 0.01 -0.08 -0.1137
S 2.0760 -0.9774 -0.6728 0.11 0.12 0.27 -0.3252
C 3.2299 0.9008 -3.0971 -0.07 0.00 0.04 1.3491
C 3.6722 2.0615 -3.9886 -0.02 0.02 0.05 -2.2697
C 4.4017 -0.0670 -2.9443 0.04 -0.06 0.02 -1.6303
C 2.0243 0.2342 -3.7553 -0.03 0.00 -0.01 -1.1967
N 0.1090 2.0621 1.6981 0.06 -0.15 0.07 0.1260
C -0.3766 2.6999 2.8212 0.04 -0.05 -0.12 -1.2974
C -1.5806 3.2146 2.5209 -0.04 -0.04 -0.11 -0.3233
N -1.8515 2.8881 1.1994 -0.20 0.14 -0.04 0.5586
C -0.8115 2.1549 0.6980 0.08 0.13 0.10 -0.1885
S -0.7029 1.5221 -0.8789 0.13 -0.09 0.09 -0.2390
C -3.0296 3.4005 0.4240 0.04 -0.09 0.03 1.4430
C -2.5387 4.3459 -0.6706 0.04 0.03 0.01 -1.6451
C -3.8312 2.2448 -0.1706 -0.03 -0.04 0.03 -0.9413
C -3.9353 4.1745 1.3815 0.01 0.00 0.03 -2.3229
C 0.7244 -0.9821 2.4701 0.13 -0.10 -0.14 0.1091
S -0.9240 -0.9480 2.0650 -0.03 0.21 0.11 -0.3704
H 1.4973 -5.1882 4.2653 0.01 0.01 0.00 0.4339
H 2.3654 -3.8040 4.9385 0.00 0.01 0.00 0.4888
H 2.7457 -4.3970 3.3021 -0.02 0.00 0.01 0.4906
H -0.5979 -4.0565 4.8685 0.01 0.01 0.01 0.4757
H -1.0304 -2.4966 4.1300 0.06 -0.05 0.03 0.2898
H 0.2429 -2.5711 5.3649 -0.01 -0.01 0.01 0.3851
H -0.3821 -4.8847 2.5603 0.04 -0.02 -0.01 0.4501
H 1.0504 -4.4657 1.5961 -0.01 0.03 0.00 0.4037
H -0.3442 -3.3809 1.6196 0.00 -0.02 0.03 -0.3663
H 3.4892 -2.3117 3.6104 -0.01 -0.05 0.04 0.4716
H 3.7161 0.2446 2.7189 -0.04 0.01 0.02 0.5257
H 2.1871 2.1530 2.4527 -0.03 -0.01 0.00 -0.3061
H 2.3999 3.6996 0.5296 0.02 -0.04 0.01 0.5159
H 3.2461 3.5395 -2.0485 0.04 -0.01 -0.05 0.4858
H 4.5500 2.5777 -3.5926 0.00 0.00 0.01 0.4990
H 2.8647 2.7796 -4.1413 0.01 -0.02 0.00 0.4552
H 3.9360 1.6456 -4.9613 0.00 0.01 0.01 0.4545
H 5.2696 0.4481 -2.5222 0.00 0.00 -0.01 0.3905
H 4.6703 -0.4597 -3.9280 0.01 0.01 0.01 0.4604
H 4.1304 -0.8978 -2.2936 0.01 0.04 -0.05 0.2139
H 1.1775 0.9196 -3.8149 0.02 -0.01 -0.01 0.4415
H 1.6888 -0.6343 -3.1949 0.02 0.03 -0.05 -0.0420
H 2.2998 -0.0794 -4.7660 -0.02 0.02 0.01 0.4627
H 0.1816 2.7239 3.7409 0.00 -0.01 -0.03 0.5679
H -2.2620 3.7635 3.1405 0.00 0.01 -0.02 0.4757
H -1.9256 3.8153 -1.3961 -0.01 0.01 0.01 0.2866
H -1.9656 5.1711 -0.2326 -0.02 -0.02 -0.02 0.3517
H -3.3963 4.7497 -1.2108 0.00 -0.01 0.00 0.4937
H -3.3207 1.7702 -1.0025 0.00 0.00 0.01 -0.2398
H -4.7861 2.6278 -0.5384 0.02 -0.01 -0.01 0.4579
H -4.0205 1.4747 0.5793 -0.02 0.02 0.00 0.3414
H -3.4420 5.0546 1.8031 0.00 -0.02 -0.01 0.4880
H -4.2984 3.5393 2.1936 -0.01 0.01 -0.03 0.4474
H -4.7976 4.5150 0.8096 0.00 0.01 0.01 0.4620
S -1.2235 -0.8349 -3.2604 0.00 0.08 0.15 -0.5421
C -2.8659 -0.4339 -2.7947 -0.26 0.19 -0.27 0.4500
S -3.3738 -1.0764 -1.2284 0.41 0.12 0.10 -0.7003
C -3.7723 0.3881 -3.6194 0.11 -0.13 0.09 -0.1554
C -4.9568 -0.1475 -4.1685 0.05 0.13 0.16 0.3534
N -5.9426 -0.5930 -4.6048 0.11 0.01 0.00 -0.8131
C -3.5213 1.7605 -3.8165 -0.02 -0.11 -0.13 0.1554
N -3.3149 2.8983 -3.9785 -0.01 -0.10 0.07 -0.7866
C -2.6423 -4.1006 -0.1666 0.06 -0.13 0.05 -0.2529
O -1.3992 -4.2806 -0.8702 -0.46 -0.24 0.15 -0.3464
C -0.5456 -3.2890 -0.8812 0.41 0.84 -0.27 0.7920
C 0.6688 -3.7702 -1.6332 -0.05 -0.08 -0.02 -1.3157
H -2.4358 -3.8185 0.8657 0.02 0.06 0.03 0.1739
H -3.1498 -5.0622 -0.2037 0.05 -0.07 0.00 0.2555
H -3.2325 -3.3240 -0.6511 0.02 -0.02 -0.05 0.0553
H 0.6745 -4.8612 -1.7091 -0.01 -0.03 -0.02 0.4241
H 1.5882 -3.4244 -1.1656 0.02 0.02 0.02 0.2833
H 0.6330 -3.3420 -2.6392 -0.01 0.04 0.00 0.2126
```
Forces are in eV/Å.

Output
* multiplicity: 6
* HOMO level (alpha / beta): 1.03 / -0.39 eV
* LUMO level (alpha / beta): 3.85 / 3.84 eV
* energy: -3714.97382 Ha
* Kohn-Sham gap (alpha / beta): 2.8 / 4.2 eV
* total charge: -2